a.
Here is the ion CH3N2O2S with charge +1 from OMol25. Energies are from ωB97M-V with the def2-TZVPD basis set.

ORCA input file:
```
! wB97M-V def2-TZVPD RIJCOSX def2/J DEFGRID3
* xyz 1 1
C -0.6033 -2.2769 0.2203
N -0.5974 -1.0635 -0.2771
S 0.5939 0.4215 0.1155
N -0.2743 1.7504 -0.0970
O 0.8140 0.0727 1.4630
O 1.4298 0.2134 -0.9884
H -0.4552 -3.3197 0.1124
H -0.8360 2.2462 0.5059
H -0.0715 1.9558 -1.0545
*
```

Its orbital gap is 10.57 eV. The lowest unoccupied orbital energy is -6.75 eV. Its SMILES is C#[N+]S(N)(=O)=O.

b.
Here is a cluster of 2 separate species, CH3N2O2S in total from OMol25. Energies are from ωB97M-V with the def2-TZVPD basis set.

ORCA input file:
```
! wB97M-V def2-TZVPD RIJCOSX def2/J DEFGRID3
* xyz 1 1
C -2.0292 -1.4413 -1.5679
N -1.4231 -1.0312 -0.6871
N 0.6185 -0.0276 0.7471
O 1.0797 2.3797 -0.0821
O 2.4919 1.4500 1.6503
S 1.3969 1.3632 0.8099
H -2.5734 -1.7862 -2.4175
H -0.3134 -0.3505 -0.0459
H 0.7522 -0.5561 1.5932
*
```

Its orbital gap is 11.81 eV. The lowest unoccupied orbital energy is -5.68 eV.

Which of them is the most stable, and which is the least stable? b and a, in that order.

a.
Here is the ion C5H10NO2 with charge +1 from OMol25. Energies are from ωB97M-V with the def2-TZVPD basis set.

ORCA input file:
```
! wB97M-V def2-TZVPD RIJCOSX def2/J DEFGRID3
* xyz 1 1
C 1.1083 0.9857 1.4872
C 0.6223 -0.1206 0.6744
C 1.1425 -1.5367 0.9051
N -0.1807 0.1011 -0.3490
C -0.6660 -0.8710 -1.3704
O -0.5561 1.4801 -0.6454
C -1.8628 1.7767 -1.0771
O -2.2031 2.8439 -1.4642
H 2.0797 1.3734 1.0722
H 0.4479 1.7618 1.4619
H 1.3150 0.6538 2.3873
H 0.8946 -1.8499 2.0221
H 2.1516 -1.8047 0.7333
H 0.5653 -2.2032 0.1598
H -1.6039 -1.5321 -1.0271
H 0.1413 -1.5890 -1.7253
H -1.0537 -0.2969 -2.2455
H -2.3423 0.8278 -0.9993
*
```

Its orbital gap is 10.65 eV. The lowest unoccupied orbital energy is -4.80 eV. Its SMILES is CC(C)=[N+](C)OC=O.

b.
Here is a cluster of 2 separate species, C5H10NO2 in total from OMol25. Energies are from ωB97M-V with the def2-TZVPD basis set.

ORCA input file:
```
! wB97M-V def2-TZVPD RIJCOSX def2/J DEFGRID3
* xyz 1 1
C 0.1500 0.3842 0.3142
C -2.2469 0.6012 1.4305
C 2.2586 0.2643 -1.2061
C -1.2789 0.0300 0.3270
C 0.8313 0.0361 -0.9014
N 1.1605 -1.3049 0.9435
O 0.4689 -2.0797 1.3644
O 0.1561 -0.5670 -1.8191
H 0.7926 0.9558 0.9793
H -2.6423 1.5973 1.1535
H -3.1045 -0.1293 1.4881
H -1.8561 0.7331 2.3537
H 2.8230 0.5798 -0.3070
H 2.7282 -0.5761 -1.6512
H 2.2071 1.0572 -2.0017
H -1.2371 -0.9838 0.7235
H -1.9401 0.1137 -0.5246
H 0.7295 -0.7119 -2.6664
*
```

Its orbital gap is 8.08 eV. The lowest unoccupied orbital energy is -5.82 eV.

Which of them is the most stable, and which is the least stable? a and b, in that order.

a.
Here is a cluster of 2 separate species, C5H10NO2 in total from OMol25. Energies are from ωB97M-V with the def2-TZVPD basis set.

ORCA input file:
```
! wB97M-V def2-TZVPD RIJCOSX def2/J DEFGRID3
* xyz 1 1
C -3.3055 1.0035 0.6373
C -0.8190 0.2014 0.7855
C 0.3262 0.4320 0.1688
C -2.0468 0.8037 0.4167
C 2.0675 -1.3074 -0.7127
N 1.5361 -0.3979 0.3859
O -1.4428 2.0826 -1.0386
O 3.1134 -2.0606 -0.2052
H -3.9208 1.6875 0.1886
H -3.7320 0.5851 1.5560
H -0.7613 -0.7605 1.2210
H 0.4239 1.2901 -0.3835
H 1.2549 -1.9194 -1.2155
H 2.3470 -0.5655 -1.5347
H 2.3572 0.1496 0.5825
H 1.3324 -1.1102 1.1949
H -2.3248 2.3702 -1.1873
H 3.5945 -2.4843 -0.8597
*
```

Its orbital gap is 9.36 eV. The lowest unoccupied orbital energy is -4.19 eV.

b.
Here is a cluster of 2 separate species, C5H10NO2 in total from OMol25. Energies are from ωB97M-V with the def2-TZVPD basis set.

ORCA input file:
```
! wB97M-V def2-TZVPD RIJCOSX def2/J DEFGRID3
* xyz 1 1
C 1.5614 -1.3906 -0.0635
C -1.1282 -0.3950 -0.0878
C 2.1028 0.7505 0.7034
C -3.3971 0.3013 0.3337
C 0.9511 0.3982 -1.3738
N 1.6098 -0.1054 -0.3040
O -0.6243 -1.2594 0.4971
O -2.0844 0.3807 -0.2791
H 1.2997 -2.0454 -0.8292
H 2.3360 -1.7407 0.6547
H 1.5527 1.6633 0.8644
H 3.1070 1.2360 0.2787
H 2.1389 0.1918 1.6481
H -3.2799 -0.5322 1.0872
H -4.1444 0.0127 -0.4246
H -3.5163 1.2550 0.8549
H 1.0053 1.4305 -1.4500
H 0.5097 -0.1514 -2.1101
*
```

Its orbital gap (spin up / spin down) is 7.88 / 7.87 eV. The lowest unoccupied orbital energy (spin up / spin down) is -4.49 / -4.50 eV.

Which of them is the most stable, and which is the least stable? b and a, in that order.

a.
Here is a cluster of 3 separate species, H4OS2 in total from OMol25. Energies are from ωB97M-V with the def2-TZVPD basis set.

ORCA input file:
```
! wB97M-V def2-TZVPD RIJCOSX def2/J DEFGRID3
* xyz 0 1
S 0.3348 1.2838 -1.7590
S -0.6776 -1.4434 0.5844
H -0.0327 0.1926 -2.5282
H -1.6495 -2.2544 0.1648
H 0.5936 1.0000 0.4498
H 0.6548 0.1427 1.7539
O 0.7766 1.0788 1.3342
*
```

Its orbital gap is 4.87 eV. The lowest unoccupied orbital energy is -5.01 eV.

b.
Here is a cluster of 2 separate species, H4OS2 in total from OMol25. Energies are from ωB97M-V with the def2-TZVPD basis set.

ORCA input file:
```
! wB97M-V def2-TZVPD RIJCOSX def2/J DEFGRID3
* xyz 0 1
S 1.4378 -0.8539 1.4150
S 0.6357 0.9670 1.0121
H 2.7281 -0.5298 1.1862
H 0.3606 0.7784 -0.2960
O -1.9866 -0.3844 -0.9622
H -2.0156 0.5968 -0.8941
H -1.1599 -0.5741 -1.4611
*
```

Its orbital gap is 10.05 eV. The lowest unoccupied orbital energy is 0.27 eV. Its SMILES is SS.O.

Which of them is the most stable, and which is the least stable? b and a, in that order.

a.
Here is an isolated molecule of C2H2N2O2 from OMol25. Energies are from ωB97M-V with the def2-TZVPD basis set.

ORCA input file:
```
! wB97M-V def2-TZVPD RIJCOSX def2/J DEFGRID3
* xyz 0 1
O -2.1307 1.0304 -0.3313
C -1.0568 0.5958 -0.0156
N -0.1143 -0.3535 -0.6749
C 0.9638 -0.4757 0.1649
N 0.7866 0.0235 1.3329
O -0.5111 0.5252 1.3324
H 0.1078 -0.5636 -1.6516
H 1.9547 -0.7821 -0.1569
*
```

Its orbital gap is 10.53 eV. The lowest unoccupied orbital energy is 0.48 eV. Its SMILES is O=c1[nH]cno1.

b.
Here is an isolated molecule of C2H2N2O2 from OMol25. Energies are from ωB97M-V with the def2-TZVPD basis set.

ORCA input file:
```
! wB97M-V def2-TZVPD RIJCOSX def2/J DEFGRID3
* xyz 0 1
O 2.3623 -0.3249 0.0842
C 1.0880 -0.5490 -0.0957
N 0.2451 0.6859 -0.0827
C -1.1243 0.2703 0.1326
N -1.2107 -1.0097 0.0222
O 0.1226 -1.4737 -0.0082
H 0.5942 1.5394 0.0933
H -2.0772 0.8617 -0.1459
*
```

Its orbital gap is 10.83 eV. The lowest unoccupied orbital energy is 0.57 eV. Its SMILES is O=c1[nH]cno1.

Which of them is the most stable, and which is the least stable? a and b, in that order.

a.
Here is a cluster of 2 separate species, C2H2N2O2 in total from OMol25. Energies are from ωB97M-V with the def2-TZVPD basis set.

ORCA input file:
```
! wB97M-V def2-TZVPD RIJCOSX def2/J DEFGRID3
* xyz 0 1
C -2.0925 -0.4171 -0.1511
C 0.7848 -0.5738 0.0631
N -3.2139 -0.3580 0.0047
N 0.9408 0.8015 -0.0096
O 1.0603 1.3005 -1.1184
O 0.9669 1.4248 1.0433
H 0.7607 -1.0448 1.0279
H 0.7930 -1.1330 -0.8600
*
```

Its orbital gap is 6.43 eV. The lowest unoccupied orbital energy is -4.82 eV.

b.
Here is an isolated molecule of C2H2N2O2 from OMol25. Energies are from ωB97M-V with the def2-TZVPD basis set.

ORCA input file:
```
! wB97M-V def2-TZVPD RIJCOSX def2/J DEFGRID3
* xyz 0 1
O -1.9620 -0.1621 -0.0682
C -0.6988 0.0423 0.0917
C 0.1372 1.0840 0.1605
O 1.4774 0.5690 -0.0929
N 1.3041 -0.8106 -0.0002
N 0.0629 -1.0591 0.0173
H -2.2492 0.8705 -0.1144
H -0.0724 2.2047 -0.2294
*
```

Its orbital gap is 10.14 eV. The lowest unoccupied orbital energy is 0.21 eV. Its SMILES is Oc1conn1.

Which of them is the most stable, and which is the least stable? b and a, in that order.

a.
Here is a cluster of 2 separate species, C2H3NO2S in total from OMol25. Energies are from ωB97M-V with the def2-TZVPD basis set.

ORCA input file:
```
! wB97M-V def2-TZVPD RIJCOSX def2/J DEFGRID3
* xyz 0 1
C -1.8740 -0.1546 -0.4252
C 0.6081 -0.9255 0.3127
N -1.7559 0.9816 -0.3842
O 1.7295 -0.6033 -0.6231
O 0.8527 1.7122 0.1672
S 1.6558 0.3949 0.6024
H -2.0590 -1.1911 -0.5020
H 0.9325 -1.7845 0.9236
H -0.0896 1.5703 -0.0715
*
```

Its orbital gap is 9.02 eV. The lowest unoccupied orbital energy is 0.58 eV.

b.
Here is a cluster of 2 separate species, C2H3NO2S in total from OMol25. Energies are from ωB97M-V with the def2-TZVPD basis set.

ORCA input file:
```
! wB97M-V def2-TZVPD RIJCOSX def2/J DEFGRID3
* xyz 0 1
O -1.7670 1.9858 -0.0612
N -0.5595 1.7305 0.5409
C -0.2555 1.5912 1.6888
S 0.6256 1.4551 2.9503
H -1.6445 2.1221 -1.0271
C -0.8048 -1.7132 -0.1852
O -0.2767 -1.7062 0.9007
H -1.8706 -1.8502 -0.3870
H -0.3160 -1.1728 -1.0901
*
```

Its orbital gap is 8.74 eV. The lowest unoccupied orbital energy is -0.27 eV. Its SMILES is ON=C=S.C=O.

c.
Here is an isolated molecule of C2H3NO2S from OMol25. Energies are from ωB97M-V with the def2-TZVPD basis set.

ORCA input file:
```
! wB97M-V def2-TZVPD RIJCOSX def2/J DEFGRID3
* xyz 0 1
N 1.2414 0.6381 0.6600
C 0.2616 0.3426 -0.3024
O -0.0596 1.0396 -1.1706
C -0.6477 -0.9086 0.0972
O -0.1500 -1.4363 1.0789
S -2.0497 -1.1587 -0.7615
H 1.1635 0.1521 1.5491
H 1.6959 1.5858 0.6703
H -1.4554 -0.2546 -1.8211
*
```

Its orbital gap is 9.92 eV. The lowest unoccupied orbital energy is 0.25 eV. Its SMILES is NC(=O)C(=O)S.

d.
Here is a cluster of 2 separate species, C2H3NO2S in total from OMol25. Energies are from ωB97M-V with the def2-TZVPD basis set.

ORCA input file:
```
! wB97M-V def2-TZVPD RIJCOSX def2/J DEFGRID3
* xyz 0 1
C 1.5959 -0.3966 0.0806
C 1.0385 0.1578 -1.0562
N 2.0042 -0.8496 1.0603
O -2.1135 -0.6365 1.2068
O -0.6581 0.9944 -0.0633
S -1.9862 0.3521 -0.0984
H 1.4238 1.0939 -1.4248
H 0.5238 -0.4984 -1.7364
H -1.8282 -0.2171 2.0316
*
```

Its orbital gap (spin up / spin down) is 7.26 / 8.43 eV. The lowest unoccupied orbital energy (spin up / spin down) is -1.29 / -0.64 eV.

Which of them is the most stable, and which is the least stable? c and a, in that order.

a.
Here is a structure of composition C32H36N6O2RhSTe from OMol25. Energies are from ωB97M-V with the def2-TZVPD basis set.

ORCA input file:
```
! wB97M-V def2-TZVPD RIJCOSX def2/J DEFGRID3
* xyz 2 2
Rh 0.3884 -0.0595 2.7569
O 0.3410 -1.5613 4.3363
C 1.6635 -1.9407 4.7428
C 2.5109 -1.9434 3.5072
C 3.6414 -2.7366 3.4542
C 4.4498 -2.6996 2.3359
C 4.0849 -1.8736 1.2889
C 2.9383 -1.1176 1.3997
N 2.1504 -1.1271 2.4917
H -0.2649 -1.5130 5.0885
H 1.6453 -2.9347 5.1910
H 2.0473 -1.2292 5.4796
H 3.8807 -3.3742 4.2944
H 5.3420 -3.3085 2.2822
H 4.6684 -1.8178 0.3822
H 2.6210 -0.4937 0.5848
C -2.9253 5.2620 1.5329
C -3.0329 4.0108 2.3186
N -4.0924 3.5695 2.9314
N -3.6992 2.3923 3.4931
C -2.4304 2.0969 3.2278
S -1.5639 0.7205 3.7867
N -1.9913 3.1224 2.4876
N -0.6915 3.2179 1.9454
H -3.8679 5.7980 1.6044
H -2.7261 5.0482 0.4821
H -2.1346 5.9042 1.9236
H -4.3391 1.8615 4.0634
H -0.0300 3.1056 2.7155
H -0.6032 4.1554 1.5659
C -4.1858 -1.4868 -6.2600
C -3.4018 -1.1453 -5.0281
C -2.5098 -0.0790 -5.0165
C -1.7752 0.2580 -3.8904
C -0.8479 1.4471 -3.9848
C -1.9252 -0.5459 -2.7318
Te -0.6673 0.0066 -1.1596
N 0.5595 0.5547 0.9285
C 1.4193 1.4673 1.2323
O 1.5050 1.5202 2.5554
C 2.3012 2.2902 0.4017
C 1.9204 2.7289 -0.8639
C 2.7994 3.4838 -1.6219
C 4.0595 3.7946 -1.1234
C 4.4364 3.3653 0.1412
C 3.5565 2.6180 0.9097
C 0.2644 -1.8327 -0.8106
C 1.2978 -2.1112 -1.7019
C 2.0863 -3.2381 -1.5211
C 1.8339 -4.0797 -0.4500
C 0.7986 -3.7994 0.4268
C -0.0153 -2.6775 0.2701
C -1.1547 -2.4917 1.2338
C -2.8594 -1.5989 -2.7058
C -3.1167 -2.4305 -1.4903
C -3.5655 -1.8847 -3.8615
H -3.9940 -0.7818 -7.0656
H -5.2554 -1.4862 -6.0484
H -3.9269 -2.4858 -6.6137
H -2.3891 0.5129 -5.9159
H -0.9557 1.9160 -4.9602
H 0.2018 1.1697 -3.8707
H -1.0726 2.2089 -3.2336
H 0.9327 2.5096 -1.2522
H 2.4997 3.8368 -2.5991
H 4.7451 4.3799 -1.7206
H 5.4119 3.6177 0.5319
H 3.8394 2.2897 1.9007
H 1.4984 -1.4561 -2.5418
H 2.8880 -3.4528 -2.2141
H 2.4372 -4.9651 -0.3012
H 0.5976 -4.4785 1.2468
H -0.9231 -2.9549 2.1918
H -2.0661 -2.9589 0.8669
H -1.4044 -1.4330 1.4034
H -2.8397 -1.9128 -0.5728
H -2.5609 -3.3698 -1.5365
H -4.1753 -2.6753 -1.4146
H -4.2826 -2.6981 -3.8533
*
```

Its orbital gap (spin up / spin down) is 7.65 / 5.98 eV. The lowest unoccupied orbital energy (spin up / spin down) is -5.71 / -7.65 eV. As for the expectation value of S²: 0.76.

b.
Here is a structure of composition C32H36N6O2RhSTe from OMol25. Energies are from ωB97M-V with the def2-TZVPD basis set.

ORCA input file:
```
! wB97M-V def2-TZVPD RIJCOSX def2/J DEFGRID3
* xyz 2 2
Rh 0.1185 -0.1362 0.3352
O -2.0679 0.8457 0.7570
C -3.0005 -0.1627 1.1076
C -2.7095 -1.3828 0.2789
C -3.6509 -2.3883 0.1123
C -3.3451 -3.4765 -0.6855
C -2.1177 -3.5127 -1.3326
C -1.2290 -2.4788 -1.1169
N -1.5093 -1.4530 -0.3020
H -2.1711 1.6050 1.3420
H -4.0221 0.1738 0.9117
H -2.9306 -0.4207 2.1716
H -4.6117 -2.3082 0.6008
H -4.0589 -4.2779 -0.8158
H -1.8508 -4.3249 -1.9922
H -0.2701 -2.4549 -1.6164
C 2.8899 -3.2656 3.9028
C 3.1233 -2.8522 2.5045
N 4.1780 -3.0878 1.8041
N 3.9599 -2.5133 0.5951
C 2.7672 -1.9195 0.5142
S 2.1230 -1.0800 -0.7975
N 2.2110 -2.1303 1.7408
N 0.9577 -1.6637 2.1063
H 3.7539 -3.8314 4.2400
H 2.0037 -3.8958 3.9870
H 2.7565 -2.3990 4.5518
H 4.6479 -2.6007 -0.1362
H 0.3770 -2.4258 2.4440
H 1.0230 -0.9553 2.8354
C 7.8759 1.2628 -5.1194
C 6.8009 1.5340 -4.1121
C 5.8537 2.5281 -4.3294
C 4.8220 2.7711 -3.4289
C 3.8362 3.8733 -3.7136
C 4.7938 1.9903 -2.2732
Te 2.9198 2.2965 -1.0112
N 1.1295 1.8094 0.0271
C 0.8970 2.1659 1.2891
O 0.3717 1.2988 2.0456
C 1.2208 3.5078 1.8167
C 1.3077 3.6801 3.1977
C 1.6288 4.9201 3.7202
C 1.8381 5.9972 2.8677
C 1.7177 5.8380 1.4939
C 1.4079 4.5964 0.9656
C 3.9914 2.3704 0.8101
C 3.7314 1.4042 1.7768
C 4.4197 1.4132 2.9746
C 5.3712 2.3968 3.2109
C 5.6209 3.3603 2.2493
C 4.9420 3.3672 1.0321
C 5.2525 4.4228 0.0115
C 5.7200 0.9806 -2.0060
C 5.6683 0.1204 -0.7751
C 6.7198 0.7752 -2.9469
H 7.8796 2.0144 -5.9046
H 7.7183 0.2864 -5.5805
H 8.8543 1.2442 -4.6404
H 5.9089 3.1389 -5.2214
H 3.9607 4.2460 -4.7270
H 3.9828 4.7102 -3.0287
H 2.8110 3.5184 -3.6075
H 1.1317 2.8282 3.8393
H 1.7137 5.0488 4.7903
H 2.0830 6.9688 3.2741
H 1.8489 6.6851 0.8344
H 1.2632 4.4753 -0.1012
H 2.9838 0.6440 1.5823
H 4.2247 0.6575 3.7240
H 5.9132 2.4154 4.1462
H 6.3555 4.1319 2.4405
H 5.5156 5.3616 0.4946
H 4.3928 4.5962 -0.6405
H 6.0970 4.1170 -0.6091
H 4.6420 -0.1873 -0.5674
H 6.0419 0.6671 0.0920
H 6.2890 -0.7652 -0.9016
H 7.4344 -0.0213 -2.7775
*
```

Its orbital gap (spin up / spin down) is 5.69 / 5.47 eV. The lowest unoccupied orbital energy (spin up / spin down) is -7.70 / -7.70 eV. As for the expectation value of S²: 1.21.

Which of them is the most stable, and which is the least stable? a and b, in that order.